[1]
204
Properties=species:S:1:pos:R:3:forces:R:3:lowdin_charge:R:1 method="wB97M-V/def2-TZVPD" fmax_ev_per_a=2.54 smiles=COCCNCCOC.COCCNCCOC.COCCNCCOC.COCCNCCOC.COCCNCCOC.COCCNCCOC.COCCNCCOC.CC(C)O.CC(C)O.CC(C)O e_tot_ha=-3682.5143 molar_mass_g_mol=1112.625 orbital_gap_ev=9.2 e_homo_ev=-8.61 e_above_lowest_kj_mol=215.2 lumo_ev=0.6
C 3.97537 0.02004 1.67291 0.28 -1.35 0.47 -0.02
C 3.15993 -1.17486 2.17383 -1.99 1.06 -1.18 -0.50
C 3.87736 -2.44411 2.32015 0.55 -1.72 0.38 -0.07
O 2.52677 -0.75220 3.36802 0.35 0.05 0.64 -0.05
H 3.37006 0.88611 1.67625 -0.72 0.96 -0.04 0.04
H 4.31870 -0.15842 0.66944 0.27 -0.10 -0.51 0.07
H 4.83720 0.19349 2.31594 0.09 -0.05 0.09 0.09
H 2.33199 -1.39887 1.44226 0.58 0.51 0.17 0.12
H 4.29177 -2.80044 1.37051 0.16 0.17 0.16 0.08
H 3.23604 -3.24780 2.69973 -0.34 0.13 -0.29 0.07
H 4.61995 -2.40466 3.09553 0.87 0.31 0.15 0.08
H 1.72782 -1.25835 3.55709 0.05 -0.13 -0.09 0.05
C -3.39920 0.17139 3.11150 0.64 1.41 -0.30 -0.05
C -3.96530 -0.82033 2.13500 0.21 -1.12 -0.41 -0.50
C -4.93937 -1.81086 2.82618 -0.10 1.47 0.00 -0.04
O -4.70596 -0.22185 1.08983 -1.30 -0.85 0.50 -0.09
H -2.63217 -0.25041 3.77221 -0.32 -0.15 -0.03 0.08
H -4.21682 0.60465 3.68496 0.03 0.08 0.27 0.08
H -2.89040 1.02858 2.58001 -0.53 -0.86 0.33 0.07
H -3.11730 -1.34710 1.64836 -0.27 -0.19 0.41 0.11
H -4.46098 -2.22478 3.72071 -0.10 -0.47 -0.43 0.08
H -5.39206 -2.50862 2.11107 0.49 -0.20 0.34 0.07
H -5.78633 -1.19611 3.20549 0.43 -0.27 -0.21 0.09
H -4.23501 0.46114 0.63975 0.98 1.21 -0.34 0.02
C -1.06578 0.09821 0.27219 -0.46 0.09 0.34 -0.03
C -0.37016 0.70184 -0.93006 -1.03 -0.76 -0.10 -0.44
C 0.95337 0.08464 -1.31981 -0.04 1.34 -0.94 -0.02
O -1.28883 0.76034 -2.04143 0.79 0.93 0.58 -0.06
H -1.13768 -0.97405 0.27145 0.56 -0.85 -0.04 0.06
H -2.12834 0.36305 0.29696 0.25 0.62 -0.10 0.06
H -0.58949 0.47471 1.18198 -0.05 -0.33 0.07 0.07
H -0.17477 1.69121 -0.59776 0.12 1.37 -0.31 0.10
H 1.72579 0.34185 -0.61092 0.26 -0.18 0.50 0.07
H 1.25140 0.59585 -2.26481 -0.12 -0.61 0.50 0.07
H 0.88155 -0.97483 -1.45796 0.05 -0.73 -0.13 0.05
H -1.46254 -0.14295 -2.31091 -0.19 -0.85 -0.37 0.02
C 9.34416 -5.56129 0.30414 -0.01 0.47 0.05 -0.11
O 8.84304 -4.56990 -0.62533 -0.65 -1.16 0.13 -0.22
C 7.41754 -4.75061 -0.84656 0.72 0.29 0.25 -0.21
C 6.88590 -3.59153 -1.65701 0.52 0.65 0.76 -0.24
N 7.53906 -3.38083 -2.90616 -0.02 0.51 -1.25 -0.06
C 7.24938 -2.06199 -3.49532 0.02 -0.38 -0.84 -0.19
C 5.92744 -2.08048 -4.29322 1.47 1.97 -0.45 -0.25
O 4.84834 -1.80882 -3.46333 -0.20 0.10 0.97 -0.21
C 3.66215 -2.43164 -3.83156 0.25 -1.83 -0.58 -0.12
H 9.31171 -6.61010 -0.14494 0.06 1.29 0.61 0.10
H 8.72474 -5.51268 1.26097 0.76 -0.26 -1.08 0.09
H 10.40235 -5.24167 0.54101 -1.18 -0.59 -0.29 0.10
H 6.96749 -4.67610 0.14948 -0.34 -0.35 -0.10 0.11
H 7.16814 -5.72053 -1.32618 0.40 0.33 0.27 0.13
H 6.99909 -2.66844 -1.07746 -0.11 0.02 0.55 0.12
H 5.83228 -3.70017 -1.82330 -0.72 -0.29 -0.01 0.11
H 8.53099 -3.45786 -2.81193 0.53 -0.19 0.30 0.10
H 8.03532 -1.87111 -4.25277 -0.25 -0.06 0.44 0.12
H 7.26887 -1.21132 -2.77127 -0.15 -0.53 -0.26 0.13
H 5.86489 -3.02989 -4.79751 -0.24 -0.54 -0.18 0.11
H 5.99745 -1.25797 -5.07409 -0.12 -0.83 0.52 0.13
H 3.21071 -1.96164 -4.71410 -0.19 -0.02 0.14 0.09
H 2.99198 -2.47660 -2.98208 -0.26 0.43 0.07 0.07
H 3.88664 -3.51988 -4.07821 -0.39 1.01 0.03 0.11
C 0.13114 3.63761 -4.78781 1.31 -0.08 0.02 -0.11
O 0.01717 4.86190 -4.10980 0.68 0.33 -0.11 -0.17
C -1.00382 4.76615 -3.16466 -0.37 -2.37 -0.61 -0.28
C -1.23866 6.00655 -2.46276 0.31 0.74 1.46 -0.21
N -0.22464 6.28409 -1.43843 -0.02 0.46 -0.53 -0.02
C 0.86259 7.11357 -1.94722 -0.56 1.02 0.39 -0.21
C 1.69667 7.69179 -0.82322 -1.00 1.05 0.11 -0.20
O 0.84021 8.58880 -0.09886 -0.60 -0.13 -0.72 -0.19
C 1.22917 9.05158 1.14463 -0.40 0.24 1.22 -0.14
H 0.97636 3.70461 -5.51987 -0.91 0.02 0.49 0.11
H -0.82299 3.43394 -5.24241 -0.37 -0.38 -0.67 0.08
H 0.36335 2.82282 -4.08172 -0.06 0.13 -0.11 0.07
H -0.76008 3.94799 -2.43928 -0.18 0.41 -0.42 0.13
H -1.93802 4.48275 -3.70197 0.20 -0.08 0.27 0.14
H -2.18748 5.92417 -1.98304 -0.75 -0.20 0.64 0.10
H -1.39801 6.78179 -3.17897 0.29 1.05 -0.64 0.12
H -0.65161 6.79433 -0.68976 -0.32 0.30 0.41 0.10
H 0.47036 7.99186 -2.58758 0.78 -1.39 0.56 0.15
H 1.54001 6.44035 -2.42156 0.39 -0.09 -1.34 0.09
H 2.48706 8.29288 -1.28432 0.35 -0.27 0.24 0.13
H 2.06507 6.89291 -0.18496 0.24 0.00 0.18 0.10
H 1.01613 8.35545 1.94846 -0.02 -0.73 0.15 0.08
H 0.66545 9.94304 1.47662 0.12 -0.17 -0.83 0.09
H 2.27001 9.27851 1.22428 0.97 0.30 -0.21 0.07
C -5.00214 -6.60189 -1.58515 0.03 0.14 0.43 -0.11
O -5.20384 -6.88382 -0.20679 0.14 0.47 0.77 -0.19
C -4.84587 -5.82261 0.70281 -0.06 -0.44 0.30 -0.21
C -3.37401 -5.83457 1.19705 -0.84 -0.81 -0.36 -0.18
N -2.38520 -5.56839 0.14486 -2.26 0.44 0.16 -0.04
C -2.13118 -4.17862 -0.14363 -1.16 0.45 0.43 -0.22
C -0.83524 -4.03502 -0.83683 1.07 0.85 -1.03 -0.23
O 0.21067 -4.43155 0.04825 0.15 0.26 -0.20 -0.19
C 1.50747 -3.94686 -0.32134 -0.53 -1.77 0.29 -0.07
H -5.11422 -7.54781 -2.12575 0.01 0.30 0.08 0.09
H -4.01912 -6.18505 -1.71720 0.67 -0.09 -0.29 0.06
H -5.69074 -5.84481 -1.97351 -0.40 -0.15 0.09 0.08
H -5.45783 -5.94178 1.63627 0.27 -0.05 -0.94 0.13
H -5.10547 -4.86126 0.26320 -0.05 0.19 -0.06 0.08
H -3.25026 -6.90533 1.52280 0.25 1.14 0.07 0.13
H -3.37183 -5.11070 2.07609 0.42 -0.72 -0.75 0.12
H -1.54613 -6.01576 0.35403 1.60 -0.78 0.44 0.08
H -2.17111 -3.58307 0.78693 0.42 0.06 -0.01 0.11
H -2.91277 -3.68135 -0.75515 0.29 -0.72 0.00 0.10
H -0.71398 -2.98011 -1.15005 0.12 -0.11 0.32 0.11
H -0.80219 -4.58014 -1.81494 0.01 -0.06 0.81 0.13
H 2.22272 -4.45613 0.35021 -0.25 0.30 -0.45 0.10
H 1.59355 -2.89702 -0.21936 -0.04 1.31 0.31 0.05
H 1.69380 -4.18839 -1.36101 0.30 -0.21 -0.32 0.08
C 0.02392 -2.95071 2.79901 0.89 -0.46 -0.19 -0.10
O -0.16460 -2.24513 4.01264 -0.67 -0.03 0.01 -0.20
C 0.20222 -2.95709 5.17818 -0.25 -0.26 0.55 -0.22
C -0.16606 -2.17456 6.43856 -1.49 0.12 -0.44 -0.22
N 0.34042 -0.81011 6.52498 -0.44 0.62 -1.93 -0.05
C -0.21038 -0.05843 7.65384 0.10 -1.29 0.82 -0.24
C 0.03530 1.40394 7.61029 -0.12 1.53 0.37 -0.23
O -0.88035 1.95635 6.66183 -0.32 -0.78 0.87 -0.20
C -0.69124 3.31189 6.41397 0.22 -0.31 0.41 -0.13
H 1.03674 -3.32867 2.82746 0.69 -0.05 -0.37 0.07
H -0.07325 -2.26473 1.95979 -0.11 0.14 0.14 0.08
H -0.53443 -3.86951 2.55570 -0.70 0.47 0.76 0.09
H 1.26596 -3.17888 5.22198 0.49 0.19 -0.43 0.12
H -0.29379 -3.95342 5.23688 -0.02 0.58 -0.15 0.13
H 0.21510 -2.77742 7.24504 0.17 -0.14 0.64 0.11
H -1.29202 -2.18202 6.52382 0.73 -0.04 -0.01 0.13
H 0.09946 -0.34919 5.60339 0.28 -0.44 1.52 0.12
H 0.26756 -0.50501 8.55306 -0.27 0.42 -0.29 0.13
H -1.30677 -0.14580 7.81699 0.27 -0.36 -0.36 0.13
H 1.06079 1.66829 7.31246 -0.01 -0.17 0.01 0.13
H -0.15028 1.88076 8.62619 0.16 -0.59 -0.96 0.14
H 0.31673 3.40911 6.10571 1.08 0.56 -1.40 0.07
H -0.70560 3.99988 7.24245 -0.60 -0.05 1.17 0.08
H -1.47149 3.59848 5.74517 -0.09 0.39 -0.87 0.08
C 0.76699 1.56122 3.43517 -0.93 -0.07 0.97 -0.13
O 1.15889 2.15267 2.23312 -0.25 -0.13 -0.57 -0.21
C 1.75954 3.42659 2.36403 0.93 -0.36 -0.91 -0.20
C 1.74176 4.05936 0.95460 -1.32 0.63 1.71 -0.22
N 2.55807 3.36509 0.03773 0.31 -1.38 -1.64 -0.03
C 3.14351 4.20054 -1.02910 -2.33 -0.24 0.15 -0.20
C 3.83023 3.42586 -2.12233 -1.56 1.00 -0.32 -0.16
O 2.77574 2.72506 -2.87287 1.19 1.33 1.57 -0.21
C 3.20457 1.71087 -3.71126 0.35 -1.57 0.14 -0.15
H -0.05823 2.14577 3.89764 0.45 -0.04 -0.02 0.07
H 1.60228 1.46095 4.14486 -0.18 0.02 -0.15 0.10
H 0.33109 0.55363 3.27112 0.49 0.56 -0.26 0.08
H 2.80576 3.28438 2.71837 -0.42 0.22 -0.14 0.13
H 1.23293 4.06036 3.06686 -0.37 0.17 0.33 0.10
H 2.11807 5.06727 0.99969 0.06 0.64 0.46 0.10
H 0.64843 4.14453 0.68523 1.03 -0.08 -0.09 0.11
H 1.92780 2.70070 -0.41349 0.63 -0.18 -0.12 0.09
H 3.85840 4.85247 -0.60427 0.96 0.74 0.72 0.11
H 2.32929 4.86915 -1.43786 0.78 -0.66 -0.11 0.11
H 4.62260 2.83816 -1.68507 -0.01 -1.00 -0.10 0.12
H 4.32529 4.25117 -2.66610 -0.18 -0.67 -0.79 0.13
H 3.72278 0.87007 -3.13428 -0.42 0.97 -0.74 0.10
H 3.87403 2.11170 -4.48265 -0.04 -0.30 -0.10 0.09
H 2.28536 1.26849 -4.15981 0.71 0.32 0.05 0.08
C -7.32796 0.91474 -0.70601 1.82 -1.39 0.64 -0.11
O -6.75927 1.99035 -1.42867 0.12 0.04 -0.08 -0.22
C -6.44175 3.17880 -0.69784 -0.73 0.29 -0.53 -0.20
C -5.34478 3.01307 0.33634 0.70 -2.04 -0.37 -0.18
N -4.07231 2.43105 -0.21705 0.10 0.72 -0.23 -0.02
C -3.01877 3.37548 -0.71604 -0.59 0.26 0.41 -0.17
C -2.03824 3.74428 0.37357 -0.55 -0.13 0.32 -0.22
O -2.73648 4.42090 1.41203 0.16 0.10 0.04 -0.17
C -2.14537 4.26680 2.67301 -0.87 -2.35 0.06 -0.11
H -6.54357 0.40464 -0.04742 -0.91 0.63 -0.76 0.08
H -7.64206 0.12570 -1.43172 -0.09 0.91 0.47 0.09
H -8.11077 1.21880 -0.02056 -0.55 0.19 -0.15 0.08
H -7.35485 3.52486 -0.16909 0.28 0.01 -0.23 0.12
H -6.21496 3.89940 -1.52614 0.06 -0.38 0.94 0.14
H -5.67630 2.29611 1.11088 -0.12 0.04 -0.43 0.11
H -5.16174 3.87095 0.91323 0.39 1.54 0.29 0.09
H -4.39732 1.90001 -1.00815 0.11 -0.35 -0.46 0.08
H -3.44892 4.26743 -1.21663 0.01 -0.17 0.47 0.12
H -2.35659 2.94710 -1.45751 -0.42 -0.83 -0.39 0.08
H -1.24762 4.38329 -0.03357 0.03 -0.02 0.01 0.09
H -1.58680 2.80396 0.75575 -0.17 0.42 -0.01 0.11
H -1.18348 4.68105 2.76977 1.58 0.56 -0.23 0.06
H -2.09897 3.16080 2.95625 0.10 1.17 -0.33 0.10
H -2.75006 4.73905 3.40767 -0.80 0.51 0.52 0.07
C -4.96808 -2.48427 -1.45755 -1.43 0.72 -1.72 -0.07
O -4.46715 -2.28894 -2.79681 0.04 -0.72 0.34 -0.18
C -4.09559 -0.98216 -3.15590 1.02 1.00 1.88 -0.23
C -2.98769 -1.04482 -4.15890 -0.32 0.68 -0.67 -0.22
N -1.84991 -1.64146 -3.53189 1.12 -0.05 -0.34 -0.06
C -0.60289 -1.61253 -4.30861 -0.24 1.29 0.29 -0.18
C -0.07915 -2.86919 -4.91246 0.48 0.48 -1.49 -0.25
O 0.42705 -3.76135 -3.96241 -0.61 -0.28 0.40 -0.22
C 0.43371 -5.06459 -4.51639 -0.04 -0.39 0.43 -0.11
H -5.03154 -3.56940 -1.30362 0.01 0.57 0.04 0.06
H -5.96456 -1.98902 -1.38466 0.23 -0.67 -0.04 0.10
H -4.40888 -1.94390 -0.73340 1.04 0.13 0.75 0.05
H -3.63476 -0.45916 -2.27449 -0.57 -0.31 -0.31 0.12
H -4.90761 -0.36550 -3.49098 -0.79 0.15 -0.31 0.12
H -2.63710 -0.05389 -4.49292 -0.63 -0.01 0.29 0.13
H -3.41470 -1.51901 -5.04249 0.37 -0.57 -0.42 0.12
H -2.07848 -2.54512 -3.19674 -0.11 -1.04 0.36 0.10
H 0.18916 -1.24528 -3.66039 0.22 0.23 0.15 0.09
H -0.74119 -0.82729 -5.09204 0.26 -0.70 0.39 0.14
H 0.75179 -2.55421 -5.62690 -0.85 -0.51 0.52 0.14
H -0.87266 -3.36867 -5.47655 0.00 0.03 -0.26 0.12
H -0.55481 -5.33423 -4.99045 0.85 0.14 0.71 0.11
H 0.73851 -5.76843 -3.71058 -0.42 0.38 -0.60 0.10
H 1.18968 -5.07005 -5.29030 0.27 -0.37 -0.44 0.08

---

[2]
15
Properties=species:S:1:pos:R:3:forces:R:3:nbo_charge:R:1 method="wB97M-V/def2-TZVPD" fmax_ev_per_a=3.93 e_tot_ha=-341.8080 molar_mass_g_mol=100.121 orbital_gap_ev=9.2 e_homo_ev=-8.53 e_above_lowest_kj_mol=513.6 lumo_ev=0.7
C -0.87877 -0.47115 0.22835 0.70 -2.79 -2.34 -0.23
C 0.92035 0.92995 -0.42994 -0.20 -0.14 1.83 0.36
C -0.92609 -1.62984 -0.78475 3.16 1.60 1.05 -0.60
C 1.31701 0.84552 1.05555 1.59 3.58 0.28 -0.72
N -1.56297 0.57410 -0.00232 -0.98 2.04 -0.28 0.04
N -1.84530 1.58848 -0.42581 -0.98 -0.96 0.72 0.07
O 0.32256 1.87879 -0.91267 1.77 -0.54 -0.43 -0.57
H -0.59896 -0.94363 1.09395 0.07 0.56 2.93 0.23
H 1.33793 0.02347 -0.91659 -0.29 0.50 -0.92 0.11
H -1.00394 -1.15364 -1.68457 -0.83 0.80 -2.85 0.21
H -1.75644 -2.18805 -0.52328 -1.20 -1.95 0.04 0.22
H 0.12285 -2.09334 -0.88084 -1.83 0.06 0.77 0.22
H 2.42884 1.23791 1.09855 -1.99 -0.14 0.04 0.22
H 1.48924 -0.16621 1.35552 -0.61 -0.61 0.51 0.21
H 0.63369 1.56763 1.72884 1.62 -2.00 -1.35 0.23

---

[3]
14
Properties=species:S:1:pos:R:3:forces:R:3:nbo_charge:R:1 method="wB97M-V/def2-TZVPD" fmax_ev_per_a=0.52 e_tot_ha=-307.5718 molar_mass_g_mol=88.106 orbital_gap_ev=9.2 e_homo_ev=-9.04 e_above_lowest_kj_mol=369.3 lumo_ev=0.2
C -2.11273 -0.43744 -0.93952 -0.01 0.00 -0.03 -0.85
C 0.40945 0.97511 -0.15138 0.09 -0.09 0.36 0.28
O -0.07012 1.47527 0.97178 0.05 0.16 -0.27 -0.66
C 0.95818 -0.38990 0.20252 -0.02 -0.05 -0.20 -0.68
C 2.37912 -0.17623 0.69756 0.36 -0.12 -0.05 0.46
O 3.34325 -0.76538 0.28337 -0.44 0.23 0.17 -0.49
H -3.04679 -0.08323 -1.37820 0.06 -0.10 0.04 0.22
H -1.83951 -1.40234 -1.37220 -0.08 0.10 0.04 0.22
H -2.23130 -0.54062 0.14330 0.03 0.03 -0.18 0.21
H -1.32420 0.29123 -1.16166 -0.28 -0.18 -0.05 0.22
H -0.39068 2.36962 0.77846 0.05 -0.10 0.10 0.50
H 0.98145 -1.05017 -0.66564 0.02 0.11 0.08 0.25
H 0.39581 -0.85669 1.02596 0.08 0.10 -0.04 0.24
H 2.46606 0.59029 1.49354 0.10 -0.11 0.01 0.11